(1)
C46H62Cl3IrN4O7PS2 as an isolated structure. Source: the Open Molecules 2025 dataset; level of theory: ωB97M-V with the def2-TZVPD basis set.

Computed properties:
LUMO = -2.0 eV
calculated total energy = -140366.84794 eV
F_max = 0.57 eV Å⁻¹
HOMO level = -10.8184 eV
molar mass = 1176.7 u
energy relative to the best compared isomer or geometry (same formula, charge and spin) = 0.234 eV
charge = +1

Geometry as XYZ:
```
126
Properties=species:S:1:pos:R:3:forces:R:3:mulliken_charge:R:1
H -4.464208 -1.667881 -0.745067 -0.0468 -0.0881 -0.0189 0.06
H -2.789371 -3.711641 0.254445 -0.0060 0.0014 0.0087 0.71
C -3.135638 0.339853 0.479271 0.0130 0.0700 -0.0427 0.18
C 0.632357 -0.895845 -5.278832 -0.0187 -0.0149 -0.0333 -1.09
H -2.003479 -0.677825 -7.497020 0.0009 -0.0005 -0.0031 0.47
C 1.242634 0.037013 6.561309 -0.0102 -0.0014 0.0063 -0.58
H 2.100087 -3.236436 0.888080 0.0248 -0.0009 -0.0065 0.49
N 1.864296 0.378174 2.838868 -0.0528 0.0091 0.0548 0.34
S 0.807560 2.785747 -1.905811 0.0629 0.0309 -0.1833 -0.99
N 1.072909 1.056777 0.911710 -0.2201 -0.0283 0.0662 0.09
H 1.096614 -3.476030 -3.976025 -0.0040 -0.0110 0.0107 0.39
C 1.547029 -4.661855 -2.231647 0.0168 0.0559 0.0344 -0.77
O -2.146832 4.841106 0.542077 -0.0304 0.0155 0.0345 -0.73
C -1.622305 -2.534796 -2.817624 0.0204 -0.0236 -0.0601 0.76
Cl 1.063273 -1.951376 10.617190 -0.0003 0.0012 -0.0021 -0.19
C 1.614408 -3.325045 -0.086680 -0.0084 -0.0066 -0.0485 -0.60
C 1.758934 4.226784 5.658584 -0.0241 0.0417 0.0224 0.75
H -0.540053 1.675343 -4.789769 -0.0056 -0.0031 0.0018 0.71
C -0.011429 -0.233788 -4.052953 0.0273 0.0162 0.0370 1.52
H -0.832690 -3.739687 -1.185843 0.1243 -0.0343 0.0286 0.02
Ir -0.442405 1.508687 -0.444800 -0.2412 0.0897 0.1365 2.88
H 3.254112 -4.403414 -0.948928 0.0016 -0.0019 0.0063 0.44
O -3.969660 1.582027 -2.279286 -0.0234 0.0822 -0.0363 -0.74
H -2.658454 0.171676 3.564360 0.0096 0.0055 0.0157 -0.19
C -0.142869 2.557357 5.372664 -0.0109 -0.0154 0.0019 -1.33
C -2.869529 2.637967 1.127667 -0.0129 0.0263 0.0038 -0.21
H 2.719750 -3.296642 -3.370339 -0.0023 0.0103 -0.0084 0.57
H 1.808272 5.799292 2.536900 -0.0023 -0.0093 -0.0040 0.49
S 2.616371 5.446941 4.814099 -0.0280 -0.0132 -0.0189 -0.24
H -3.069718 -0.370794 -0.337250 0.0390 0.1279 0.0871 -1.08
H 2.044757 -5.463354 -2.780908 -0.0123 -0.0004 -0.0017 0.50
H 5.148229 2.312445 -3.344100 0.0025 -0.0051 -0.0007 0.38
O -1.922468 2.182647 -1.665257 0.0334 -0.2094 0.0004 -0.90
H 0.550196 -3.457036 0.120236 -0.0178 -0.0182 0.0019 0.36
C 2.170242 -4.527824 -0.844044 -0.0010 0.0043 -0.0043 -1.20
H -3.026812 -0.841756 -2.829881 -0.0092 -0.0149 -0.0123 -0.24
H -1.308438 1.924711 2.539069 0.0450 -0.0609 -0.0179 -1.28
C 0.720675 4.230577 3.608039 0.0529 -0.0342 0.0319 -0.44
C -2.726337 -2.967625 -0.541680 0.0338 0.0107 0.0296 0.27
H 0.763408 0.368943 -3.562018 0.0596 0.0373 -0.0045 -1.12
H 4.160933 -0.382703 -2.753635 0.0013 -0.0082 -0.0001 0.15
H -0.650901 0.417870 -7.282839 0.0000 -0.0022 0.0025 0.39
C 1.839035 -0.257689 4.147478 -0.0303 -0.0120 -0.0271 -1.39
C 1.366871 0.726674 5.218480 0.0201 -0.0089 -0.0215 0.21
O 0.166182 1.300771 4.755156 -0.0096 0.0558 -0.0371 0.49
H 0.505709 -4.967395 -2.146174 -0.1082 0.0227 0.0438 0.22
H -2.264758 -2.083637 -0.093310 -0.0048 -0.0556 -0.0267 -0.53
H 1.197355 -0.115105 -5.802597 0.0041 -0.0156 0.0109 0.64
Cl 2.157847 3.875996 7.294219 -0.0017 -0.0088 -0.0148 -0.18
P -0.324179 -1.286684 -2.585641 -0.2295 0.1348 -0.1875 -0.09
H 4.880658 0.739930 -1.590720 -0.0010 0.0047 0.0000 0.44
H -3.660747 -1.181833 1.924160 0.0117 -0.0060 -0.0008 0.35
C 0.907668 0.216024 1.918498 0.1081 -0.2202 -0.1344 -0.46
C -3.182641 0.768494 2.818907 0.0105 -0.0140 0.0219 -0.22
H -2.802136 -0.291345 -5.245261 0.0269 0.0580 -0.0304 0.08
H 1.813066 4.039124 -3.976937 -0.0003 -0.0018 -0.0012 0.34
C -4.132315 -2.650240 -1.092533 -0.0113 -0.0178 -0.0036 -0.50
H 1.145134 -1.093567 4.082552 0.0323 -0.0281 0.0127 0.46
H -0.598108 -2.211262 8.332203 -0.0005 0.0006 0.0003 0.47
C -3.845599 -0.123892 1.739741 -0.0086 0.0224 -0.0064 -0.57
C 1.141743 -1.191369 9.067346 -0.0010 -0.0043 -0.0011 0.42
C -1.791563 -3.496207 -1.624806 -0.0464 -0.0059 -0.0121 -1.62
H 1.428435 -1.188846 -0.336793 -0.0369 -0.0076 -0.0192 -1.10
H -1.674413 1.110480 -3.601735 0.0194 -0.0079 -0.0413 -0.52
H -4.653239 1.854866 0.083333 -0.0068 -0.0310 0.0100 0.65
Cl -0.969559 -1.357362 5.717150 -0.0129 0.0008 -0.0115 -0.22
C 1.650771 5.199069 3.418554 0.0153 0.0231 -0.0231 -0.54
H 2.016321 -5.445630 -0.274674 -0.0068 0.0022 -0.0008 0.49
C -1.285604 -0.308537 -6.762841 -0.0024 0.0059 0.0000 -1.03
H 2.826621 -0.642975 4.397918 0.0166 0.0324 -0.0006 0.31
C 4.261420 1.690662 -3.472320 -0.0157 -0.0128 -0.0118 -0.82
H 2.126737 1.512498 5.318976 0.0220 -0.0157 0.0040 0.53
C 1.673970 -3.378289 -3.054731 0.0074 0.0009 -0.0068 -1.60
C -1.844531 3.682040 0.649854 0.1236 -0.0304 0.0767 -0.10
H 4.298194 1.244277 -4.467877 -0.0006 0.0035 -0.0021 0.38
H -4.920433 0.024522 1.655957 -0.0021 -0.0030 0.0098 0.49
H 2.878175 3.361292 -5.221260 0.0052 0.0002 0.0009 0.32
H -2.186388 -4.437163 -2.015912 -0.0024 0.0033 0.0132 0.42
C -1.094365 0.786770 -4.465603 -0.0115 0.0040 -0.0006 -0.73
H 2.405230 0.514414 -0.994637 0.0080 0.0348 0.0009 -0.51
C 2.186767 0.314201 7.545896 0.0007 0.0056 0.0063 -0.35
C 0.770118 3.653413 4.914003 -0.0106 -0.0405 -0.0013 -0.48
C -3.163026 1.865149 -1.419039 -0.0318 0.1201 0.0887 0.17
C 4.116391 0.633582 -2.360921 -0.0132 0.0081 0.0017 -0.37
H 2.493340 2.645980 0.610791 -0.0365 0.0010 -0.0615 0.69
H -3.063934 -1.836687 -4.273502 0.0085 -0.0132 0.0483 0.39
H 1.925388 -1.284416 -2.843775 0.0351 0.0006 0.0092 0.04
C 2.175003 1.823936 1.227122 -0.0364 0.1176 0.0697 -0.35
C -3.571878 1.749243 0.050319 0.0536 -0.0756 -0.0252 0.41
H -3.886640 1.415053 3.340109 -0.0217 0.0038 -0.0237 0.50
H 2.964780 1.036025 7.330561 0.0001 0.0036 0.0017 0.48
H 0.094230 -1.951594 -7.080997 0.0050 0.0085 -0.0032 0.41
C 1.339657 -2.051573 -2.327503 0.0093 0.0024 0.0098 1.33
H -3.615107 3.197582 1.689871 -0.0122 0.0052 -0.0214 0.69
H 0.124736 -0.519621 1.994376 -0.0418 0.0361 0.0189 0.68
H 2.894065 -0.055220 9.543460 -0.0001 0.0004 0.0001 0.44
H -1.167513 2.770835 5.069961 -0.0111 0.0083 0.0189 0.46
H -0.121394 2.458932 6.461271 0.0062 -0.0114 0.0018 0.53
C -2.188773 1.581952 2.002346 -0.0244 0.0450 -0.0129 1.15
H 3.543571 4.429827 -3.967774 -0.0057 0.0041 0.0019 0.34
C -2.018176 0.370324 -5.609816 -0.0154 -0.0011 -0.0090 -0.67
H -1.262195 -3.122134 -3.671226 -0.0268 -0.0228 0.0000 1.28
H 0.023792 3.927431 2.839996 -0.0269 0.0081 -0.0674 0.74
H 2.936423 -1.892987 -0.922919 0.0082 0.0367 0.0211 0.87
H 3.493240 1.775331 3.012614 0.0005 -0.0095 0.0035 0.56
C 2.669074 1.411182 2.424291 0.0295 -0.0227 -0.0343 -1.37
C -4.157053 -2.653518 -2.619905 0.0003 -0.0042 -0.0012 -1.70
H -1.030143 -2.197036 -5.755508 0.0084 -0.0137 -0.0061 0.14
C 0.185563 -1.500301 8.114488 0.0017 0.0001 0.0017 -0.91
H -4.860904 -3.366779 -0.711169 0.0059 -0.0111 -0.0024 0.52
O -0.589603 3.248757 0.534166 -0.0243 0.0860 -0.0938 -0.69
H -5.086383 -2.209357 -2.977875 0.0045 0.0115 -0.0001 0.61
O -1.777380 0.604140 0.979763 0.0817 0.0105 -0.0337 -0.32
H -2.534491 1.263828 -5.964659 -0.0021 -0.0006 0.0049 0.53
C 0.249602 -0.890585 6.872916 0.0012 -0.0056 -0.0070 1.04
C 2.808645 3.649821 -4.171526 -0.0080 -0.0149 -0.0075 -0.95
H 1.360274 -1.659441 -5.002171 -0.0028 -0.0004 0.0128 0.23
C 2.153643 -0.288026 8.791664 -0.0030 0.0021 0.0008 -1.12
O -0.723141 -0.370772 -1.432318 0.4543 -0.1202 0.3182 0.36
N 2.792153 0.931913 -1.825222 -0.0506 -0.0625 -0.0299 0.46
H -4.139641 -3.679177 -2.999128 -0.0057 -0.0006 0.0019 0.32
C -0.405332 -1.445202 -6.253162 -0.0073 0.0037 0.0129 -0.55
C -2.975912 -1.875006 -3.190777 0.0158 -0.0141 -0.0115 -0.12
C 2.258447 2.038118 -2.360472 -0.0077 -0.0352 0.0480 0.94
N 3.050201 2.496035 -3.331432 0.0387 0.0355 0.0475 0.07
C 1.849535 -2.040607 -0.873618 -0.0038 -0.0172 0.0050 -0.40
```
Forces are in eV/Å.

(2)
One molecule with the formula C19H24N4O3S2. Source: the Open Molecules 2025 dataset; level of theory: ωB97M-V with the def2-TZVPD basis set.

Computed properties:
LUMO = 0.4 eV
calculated total energy = -53866.99065 eV
F_max = 0.98 eV Å⁻¹
HOMO level = -8.8606 eV
SMILES = Cc1cc(C)nc(SCC(=O)Nc2ccc(S(=O)(=O)N3CCCCC3)cc2)n1
molar mass = 420.6 u
energy relative to the best compared isomer or geometry (same formula, charge and spin) = 0.559 eV

Geometry as XYZ:
```
52
Properties=species:S:1:pos:R:3:forces:R:3:mulliken_charge:R:1
H 4.226150 4.332353 -0.077142 0.0169 0.0944 0.0210 0.30
H -3.792570 0.432824 1.652934 0.0727 0.0098 -0.0202 0.28
H 2.371697 0.765731 3.321235 -0.0376 0.0370 0.0927 0.45
N -3.559296 -0.129827 -0.358871 0.1751 -0.9652 -0.0700 0.18
H 1.065233 0.230160 2.263114 -0.0895 -0.0084 0.0367 0.07
H 2.748300 -2.159890 -1.627258 0.0073 -0.0008 0.2325 0.20
H -4.021613 1.922584 -2.015914 -0.0089 0.0029 -0.0944 0.30
S 5.010106 -1.105539 -1.442749 0.2741 -0.3620 -0.2324 -0.20
C -0.979877 -2.526918 0.750856 -0.1811 0.0356 -0.0439 -0.31
C -4.730315 1.826513 -1.192085 -0.0546 -0.1119 0.2996 -0.65
H 5.453887 -2.380949 0.552041 -0.1792 -0.0980 -0.0054 0.38
C 2.897671 1.980991 0.854994 0.1265 -0.1976 -0.1290 -0.97
H -1.502183 -2.783642 1.659113 0.0088 -0.0436 0.1484 0.52
C -3.087053 0.563913 0.819080 0.4183 0.3122 0.4380 -0.51
C -4.232768 2.631387 0.005963 0.2049 0.0332 -0.2159 -0.74
H 5.058488 -3.393693 -0.855227 0.0033 -0.0107 0.0106 0.40
C -2.912255 2.046626 0.500670 -0.1998 -0.1427 0.0891 -0.70
N 3.551127 -0.261868 0.556520 0.2141 0.2151 0.1019 -0.09
H 2.395845 -0.878152 2.635474 -0.0215 -0.0380 0.0449 0.28
C -4.849931 0.355028 -0.808435 -0.4894 -0.0208 -0.4864 -0.73
H -5.605203 0.234749 -0.016850 -0.0155 0.0228 -0.0546 0.34
C 0.277907 -1.854000 -1.625961 -0.1092 -0.0109 0.0479 -0.74
O -4.115727 -2.380717 -1.331639 0.0435 0.1338 -0.2215 -0.76
C 1.028856 -2.342176 -0.552342 -0.2226 -0.0409 0.2284 0.74
C 3.356262 -2.650708 0.239641 0.2825 -0.3940 -0.2365 0.53
H -2.153674 2.151759 -0.277087 0.0913 0.0324 0.0013 0.30
H 2.708312 4.119803 -0.946275 -0.0471 0.0868 -0.0140 0.33
H -2.570324 2.572307 1.393584 0.0604 -0.0160 0.0005 0.35
O -3.913195 -2.210451 1.118347 0.2407 0.0882 0.0800 -0.73
H 0.775024 -1.593117 -2.549530 0.0373 0.0311 -0.1023 0.38
O 3.149693 -3.023919 1.368842 -0.0950 -0.2062 0.2043 -0.65
H 0.969713 -3.068029 1.461177 -0.0064 -0.0257 0.0079 0.56
C 3.705020 3.707768 -0.801060 -0.0083 0.0501 0.0028 -1.23
C 3.617996 2.308058 -0.292500 -0.2360 -0.0853 0.2930 0.92
C -1.707735 -2.037485 -0.316462 -0.6424 0.0886 0.1977 -0.45
C 2.136663 0.160037 2.448654 -0.0172 0.0055 0.0812 -1.19
H 4.248225 3.720033 -1.740968 0.0014 0.0362 -0.0261 0.34
C 0.389205 -2.685712 0.638673 0.0970 -0.0420 0.0924 -0.49
N 2.403324 -2.459774 -0.722236 -0.1057 -0.1689 -0.4976 -0.07
C 4.196625 0.142656 -0.521042 -0.2330 0.0636 0.3827 0.13
H -2.134651 0.110169 1.104115 -0.0163 0.1325 0.1376 0.29
H -5.138197 -0.261733 -1.660113 -0.1454 0.1346 0.0426 0.44
H -4.972946 2.583811 0.807793 -0.0559 0.0543 0.0492 0.34
N 4.262871 1.375705 -0.985694 0.3263 -0.0249 -0.4503 -0.56
C 4.777312 -2.501841 -0.293261 0.1579 0.4672 -0.0720 -0.81
C -1.088856 -1.704185 -1.507007 0.1479 -0.0246 -0.1131 -0.71
H -1.691039 -1.335349 -2.321186 0.0186 0.0808 -0.1815 0.44
S -3.472940 -1.803082 -0.188399 0.3132 0.2326 -0.0545 1.45
H -4.100191 3.678929 -0.270572 -0.0590 0.0247 0.0625 0.33
H 2.367242 2.735246 1.413306 -0.0671 0.1063 0.0694 0.43
C 2.885319 0.649141 1.256421 0.0097 0.4520 -0.1145 0.95
H -5.701550 2.194475 -1.524706 -0.0058 -0.0251 -0.0606 0.35
```
Forces are in eV/Å.

(3)
C4H8N2 as an isolated structure at a distorted geometry. Source: the Open Molecules 2025 dataset; level of theory: ωB97M-V with the def2-TZVPD basis set.

Computed properties:
LUMO = -0.2 eV
calculated total energy = -7253.21058 eV
F_max = 4.24 eV Å⁻¹
HOMO level = -9.6387 eV
molar mass = 84.1 u
energy relative to the best compared isomer or geometry (same formula, charge and spin) = 4.665 eV

Geometry as XYZ:
```
14
Properties=species:S:1:pos:R:3:forces:R:3:mulliken_charge:R:1
C -1.478944 2.218008 -1.304852 -0.4899 1.0375 0.0832 -0.93
C -1.259727 -0.683140 -1.488925 -2.4105 -0.4810 3.4577 -0.31
C 1.007267 -2.110909 0.114432 0.6003 2.0894 -1.5853 -1.03
C -1.085789 0.827873 -1.610855 0.8253 0.5446 -1.9665 0.73
H -0.610073 2.907995 -1.419176 -0.2386 -0.7856 0.7219 0.28
H -2.130162 2.690371 -2.084483 -0.0626 -0.9998 0.6002 0.26
H 1.944874 -1.949236 0.615531 0.5343 -0.6822 0.3960 0.34
H -1.975419 2.252188 -0.330698 0.2229 0.5482 -0.1336 0.31
H 0.322440 -1.432391 0.652686 -0.3667 -1.0971 -0.0877 0.21
N -0.500594 -0.929186 -2.423383 1.4756 -0.5861 -2.0511 -0.32
H 1.162845 -1.563354 -0.858427 -0.1210 -0.7266 0.8464 0.26
H -1.703351 -1.406150 -0.764715 0.0504 0.6055 -0.7332 0.37
N -0.276703 0.600872 -2.582009 0.2924 0.2452 -0.2652 -0.41
H 0.775993 -3.142943 -0.158914 -0.3119 0.2881 0.7172 0.24
```
Forces are in eV/Å.

(4)
A 2-piece molecular cluster, C2H6N2O4 overall at a distorted geometry. Source: the Open Molecules 2025 dataset; level of theory: ωB97M-V with the def2-TZVPD basis set.

Computed properties:
LUMO = 0.0 eV
calculated total energy = -13335.66202 eV
F_max = 1.16 eV Å⁻¹
HOMO level = -11.0798 eV
SMILES = C[N+](=O)[O-].C[N+](=O)[O-]
molar mass = 122.1 u
energy relative to the best compared isomer or geometry (same formula, charge and spin) = 7.150 eV

Geometry as XYZ:
```
14
Properties=species:S:1:pos:R:3:forces:R:3:mulliken_charge:R:1
N 0.010519 2.656845 0.909981 -0.6199 -0.4933 -0.1446 0.95
H 0.157210 -3.225788 -0.747492 0.0223 -0.0230 -0.0216 0.29
H 0.890763 0.776192 0.520901 -0.1131 0.0117 -0.1081 0.19
H 1.213304 1.526903 2.113207 0.1489 -0.0814 -0.2417 0.35
H 0.730415 -2.177817 -2.087437 0.2377 -0.2180 0.1236 0.28
C 0.457868 1.313987 1.351030 0.6142 0.1936 0.9674 -0.72
H 0.918946 -1.617691 -0.394600 -0.0165 -0.0128 0.0834 0.23
O -1.192391 -0.450111 -0.770293 0.1131 -0.3139 0.0095 -0.50
N -1.015795 -1.553387 -1.252551 -0.1729 0.0073 -0.1603 0.86
H -0.341618 0.807525 1.875745 -0.2829 -0.0266 -0.4017 0.30
O -0.973183 3.106657 1.448690 -0.2492 0.2335 0.2987 -0.54
O -1.821089 -2.160799 -1.930776 0.1985 0.1551 0.3157 -0.52
O 0.640674 3.205381 0.042054 0.4942 0.1962 -0.3515 -0.55
C 0.324377 -2.207901 -1.078463 -0.3744 0.3715 -0.3688 -0.62
```
Forces are in eV/Å.